{
  "formula": "C24H40F6MgN5O4P2S2",
  "method": "wB97M-V/def2-TZVPD",
  "species": ["Mg", "C", "P", "C", "N", "C", "C", "C", "C", "C", "C", "N", "C", "P", "C", "C", "C", "C", "C", "C", "C", "C", "C", "H", "H", "H", "H", "H", "H", "H", "H", "H", "H", "H", "H", "H", "H", "H", "H", "H", "H", "H", "H", "H", "H", "H", "H", "H", "H", "H", "H", "F", "C", "F", "F", "S", "O", "O", "N", "S", "O", "O", "C", "F", "F", "F", "N", "C", "C", "C", "C", "N", "H", "H", "H", "H", "H", "H", "H", "H", "H", "H", "H", "H"],
  "coordinates": [[0.7639, -0.1648, -1.3129], [-1.9543, 2.3709, 0.3575], [-0.2443, 1.6600, 0.4029], [-0.4978, 0.6427, 1.9055], [-0.6102, 1.2727, 3.0453], [-0.9279, 0.5749, 4.1535], [-1.1417, 1.2342, 5.3792], [-1.5734, 0.5167, 6.4619], [-1.7740, -0.8747, 6.3801], [-1.5314, -1.5520, 5.2162], [-1.1167, -0.8351, 4.0760], [-0.9365, -1.4671, 2.9030], [-0.6530, -0.7686, 1.8346], [-0.4608, -1.7785, 0.3220], [0.3320, -3.2353, 1.0902], [-2.2359, -2.3744, 0.0098], [-2.9274, -1.2358, -0.7412], [-3.0463, -2.6855, 1.2632], [-2.1476, -3.6395, -0.8588], [0.7443, 3.1912, 0.9173], [0.1293, 4.0303, 2.0354], [2.1308, 2.7163, 1.3451], [0.8597, 4.0383, -0.3563], [-2.2089, 2.7582, 1.3417], [-2.6763, 1.6081, 0.0734], [-1.9997, 3.1787, -0.3700], [-0.9865, 2.3006, 5.4248], [-1.7793, 1.0219, 7.3940], [-2.1270, -1.4063, 7.2516], [-1.6781, -2.6183, 5.1329], [-0.1895, -3.4964, 2.0107], [1.3667, -2.9787, 1.3121], [0.3261, -4.0762, 0.4009], [-3.1003, -0.4104, -0.0540], [-3.8949, -1.5560, -1.1232], [-2.3078, -0.8701, -1.5603], [-3.2515, -1.7844, 1.8343], [-2.5295, -3.3897, 1.9057], [-3.9990, -3.1239, 0.9686], [-1.2134, -3.6937, -1.4195], [-2.9756, -3.6763, -1.5667], [-2.2021, -4.5299, -0.2352], [-0.0116, 3.4357, 2.9313], [-0.8209, 4.4627, 1.7399], [0.8051, 4.8510, 2.2730], [2.0493, 2.0124, 2.1704], [2.7394, 3.5531, 1.6870], [2.6533, 2.2448, 0.5137], [-0.1154, 4.4050, -0.6799], [1.3128, 3.4566, -1.1617], [1.4851, 4.9099, -0.1631], [5.0592, -1.2025, 2.3041], [4.0583, -0.3850, 2.0225], [4.5190, 0.8569, 1.9643], [3.1656, -0.4559, 3.0144], [3.2242, -0.8373, 0.4042], [1.8897, -0.2951, 0.5178], [3.2914, -2.2465, 0.2683], [4.0724, 0.0052, -0.6304], [3.1884, 0.0899, -1.9041], [2.3522, 1.2530, -1.9801], [2.4603, -1.1255, -2.1252], [4.3080, 0.2587, -3.3890], [4.9187, 1.4335, -3.4181], [3.4969, 0.1798, -4.4539], [5.2086, -0.7059, -3.4713], [-0.3266, 1.2215, -2.7578], [-1.3207, 1.1185, -3.8353], [-0.7550, 0.4680, -5.0952], [-0.7765, -1.0595, -5.1080], [0.3052, -1.7347, -4.2725], [-0.0060, -1.6879, -2.8367], [-0.6783, 1.9077, -2.0938], [0.5115, 1.6444, -3.1530], [-1.6813, 2.1223, -4.0977], [-2.1760, 0.5524, -3.4579], [0.2694, 0.8152, -5.2520], [-1.3513, 0.8182, -5.9383], [-0.6525, -1.3864, -6.1403], [-1.7562, -1.4096, -4.7763], [1.2690, -1.2523, -4.4457], [0.3874, -2.7795, -4.6066], [0.6254, -2.3461, -2.3888], [-0.9480, -2.0608, -2.7261]],
  "forces_ev_per_angstrom": [[-2.1, 0.2, -0.7], [0.3, -0.2, -0.2], [-0.4, 0.8, 0.7], [0.1, 0.0, 0.2], [-0.1, 0.1, 0.0], [-0.1, -0.7, 0.0], [-0.1, -0.1, 0.3], [0.1, 0.4, -0.2], [0.0, -0.3, -0.2], [-0.1, 0.1, 0.3], [0.1, 0.7, 0.1], [0.0, -0.1, 0.1], [0.0, 0.0, 0.3], [-1.0, -0.8, 0.5], [0.1, 0.1, -0.1], [0.2, 0.2, -0.1], [0.2, 0.0, 0.1], [0.1, 0.0, -0.1], [0.1, 0.1, 0.1], [0.1, -0.1, -0.1], [0.0, -0.2, 0.0], [0.0, -0.1, -0.1], [-0.1, -0.2, 0.0], [0.0, 0.0, 0.0], [0.0, 0.0, 0.0], [-0.1, 0.1, -0.1], [0.0, 0.1, 0.0], [0.0, 0.0, 0.1], [0.0, -0.1, 0.0], [0.0, -0.1, 0.0], [0.0, 0.0, -0.1], [-0.1, -0.1, 0.0], [0.0, 0.0, -0.1], [-0.1, 0.1, 0.0], [-0.1, 0.0, -0.1], [-0.1, 0.1, -0.2], [-0.1, 0.0, 0.1], [0.0, -0.1, 0.1], [-0.1, -0.1, -0.1], [0.0, -0.1, -0.1], [-0.1, 0.0, 0.0], [0.1, -0.1, 0.0], [0.0, 0.1, 0.0], [-0.2, 0.1, 0.0], [0.1, 0.1, -0.1], [0.1, -0.1, 0.1], [0.0, 0.1, 0.0], [0.1, 0.0, 0.0], [0.0, 0.0, -0.1], [0.0, 0.1, -0.1], [0.1, 0.0, 0.0], [-0.2, -0.1, -0.4], [0.3, 0.4, 0.5], [0.0, 0.0, -0.1], [-0.1, -0.2, -0.5], [1.6, -0.8, 1.9], [-0.8, 0.6, 0.1], [0.4, -0.5, 0.1], [0.2, 0.1, -0.4], [3.5, 0.9, -1.3], [-0.7, 0.8, 0.1], [-0.9, -1.1, -0.6], [0.5, 0.1, -0.6], [-0.2, -0.1, 0.4], [0.0, 0.0, 0.4], [-0.3, 0.1, 0.4], [0.2, 0.4, 0.1], [-0.1, 0.1, -0.3], [-0.3, -0.2, 0.2], [0.3, 0.2, 0.0], [-0.2, -0.2, -0.6], [0.1, -0.3, 0.0], [0.1, 0.0, -0.1], [-0.1, 0.1, 0.0], [0.0, -0.2, 0.1], [0.0, 0.0, -0.1], [0.0, 0.1, -0.1], [0.1, 0.1, 0.0], [0.0, -0.1, 0.0], [-0.1, -0.1, -0.1], [0.0, 0.0, 0.0], [0.1, 0.2, 0.1], [-0.2, -0.3, 0.0], [0.2, 0.1, 0.2]],
  "lowdin_charge": [0.44, -0.21, 1.04, -0.39, 0.14, -0.19, 0.00, -0.05, -0.05, 0.00, -0.19, 0.12, -0.39, 1.04, -0.20, -0.68, -0.10, -0.09, -0.09, -0.68, -0.09, -0.09, -0.09, 0.05, 0.02, 0.04, 0.12, 0.11, 0.11, 0.12, 0.05, 0.03, 0.05, 0.06, 0.10, 0.04, 0.08, 0.07, 0.10, 0.05, 0.09, 0.09, 0.06, 0.08, 0.09, 0.07, 0.10, 0.06, 0.07, 0.06, 0.10, 0.18, -0.65, 0.15, 0.15, 0.63, -0.43, -0.22, -0.23, 0.60, -0.28, -0.31, -0.64, 0.18, 0.14, 0.18, -0.04, -0.23, -0.18, -0.18, -0.23, -0.05, 0.03, 0.08, 0.12, 0.11, 0.12, 0.12, 0.12, 0.12, 0.10, 0.13, 0.07, 0.06],
  "e_tot_ev": -103172.86450,
  "homo_ev": -11.60,
  "orbital_gap_ev": 8.57,
  "de_lowest_kcal_mol": 20.2,
  "charge": 1
}